# 1
Entry from the Open Molecules 2025 dataset: a molecular structure, C50H51CrN6O2S3 (the ωB97M-V functional and the def2-TZVPD basis).

Summary:
**HOMO-LUMO gap (spin up / spin down)**: 7.465 / 7.685 eV
**ΔE to the lowest compared entry with this formula, charge and spin**: 124.96 kJ/mol
**HOMO level (spin up / spin down)**: -0.3558 / -0.3639 hartree
**E_tot**: -126628.23306 eV
**F_max**: 1.3 eV/A
**Charge**: +1
**<S²>**: 6.03
**LUMO (spin up / spin down)**: -2.22 / -2.22 eV
**Spin multiplicity**: 5

Atoms and positions in Å:
Cr: -1.76 -1.38 -0.11
N: 0.08 -1.09 0.33
S: 1.50 -0.83 0.20
N: 2.10 0.59 0.81
S: 1.56 1.95 0.25
N: 0.12 2.03 -0.30
S: -1.34 2.34 0.46
N: -2.36 0.92 0.76
C: -0.68 2.15 2.30
C: -0.17 1.04 2.97
C: 0.16 1.12 4.31
C: -0.01 2.31 5.00
C: -0.52 3.43 4.35
C: -0.86 3.34 3.00
C: -2.00 2.41 -1.35
C: -2.35 3.70 -1.70
C: -2.83 3.99 -2.98
C: -2.98 2.97 -3.91
C: -2.64 1.67 -3.56
C: -2.14 1.40 -2.30
C: 2.53 2.48 -1.14
C: 1.93 2.97 -2.28
C: 2.74 3.34 -3.35
C: 4.12 3.23 -3.25
C: 4.71 2.75 -2.08
C: 3.91 2.37 -1.02
C: 2.05 3.12 1.48
C: 2.77 2.73 2.60
C: 3.19 3.72 3.48
C: 2.89 5.05 3.24
C: 2.17 5.42 2.10
C: 1.75 4.45 1.21
C: 2.51 -1.92 1.17
C: 1.88 -3.09 1.57
C: 2.60 -4.00 2.33
C: 3.92 -3.72 2.67
C: 4.53 -2.54 2.28
C: 3.82 -1.62 1.51
C: 2.11 -0.93 -1.48
C: 1.22 -0.55 -2.47
C: 1.61 -0.65 -3.80
C: 2.87 -1.13 -4.12
C: 3.75 -1.52 -3.12
C: 3.37 -1.42 -1.79
H: -0.03 0.10 2.44
H: 0.56 0.25 4.83
H: 0.25 2.37 6.06
H: -0.67 4.36 4.89
H: -1.26 4.20 2.48
H: -2.24 4.49 -0.97
H: -3.10 5.01 -3.23
H: -3.37 3.19 -4.89
H: -2.76 0.87 -4.28
H: -1.85 0.38 -2.06
H: 0.85 3.04 -2.33
H: 2.29 3.72 -4.25
H: 4.74 3.52 -4.09
H: 5.78 2.67 -2.01
H: 4.35 1.99 -0.10
H: 2.97 1.68 2.77
H: 3.75 3.44 4.37
H: 3.23 5.81 3.93
H: 1.95 6.46 1.92
H: 1.18 4.72 0.32
H: 0.85 -3.26 1.28
H: 2.13 -4.92 2.64
H: 4.48 -4.44 3.27
H: 5.55 -2.33 2.56
H: 4.27 -0.68 1.21
H: 0.24 -0.17 -2.19
H: 0.92 -0.35 -4.58
H: 3.16 -1.22 -5.16
H: 4.72 -1.91 -3.37
H: 4.05 -1.73 -1.01
O: -5.70 -0.84 -1.12
C: -4.61 -0.83 -0.41
O: -3.60 -1.38 -0.80
C: -4.63 -0.05 0.87
N: -5.97 0.42 1.21
C: -5.87 1.82 1.71
C: -4.37 2.11 1.81
C: -3.79 1.23 0.71
H: -4.17 -0.67 1.65
H: -6.42 -0.18 1.88
H: -6.35 -0.32 -0.59
H: -6.38 1.93 2.66
H: -6.34 2.50 1.00
H: -3.96 1.80 2.78
H: -4.14 3.17 1.67
H: -2.12 0.63 1.71
H: -4.00 1.68 -0.27
C: 1.36 -5.08 -1.37
N: 0.24 -5.09 -2.29
C: 0.68 -4.90 -3.66
C: -0.78 -4.12 -1.92
C: -1.47 -4.42 -0.60
C: -1.76 -5.76 -0.31
C: -2.45 -6.10 0.84
C: -2.86 -5.11 1.71
C: -2.58 -3.78 1.41
C: -1.87 -3.39 0.26
H: 2.08 -5.85 -1.66
H: 1.02 -5.29 -0.36
H: 1.89 -4.10 -1.36
H: 1.38 -5.69 -3.93
H: 1.18 -3.93 -3.81
H: -0.18 -4.95 -4.33
H: -1.53 -4.13 -2.72
H: -0.37 -3.09 -1.88
H: -1.43 -6.53 -1.00
H: -2.67 -7.14 1.05
H: -3.41 -5.36 2.61
H: -2.90 -3.02 2.12

Löwdin population analysis, charges in e, atoms 1 to 5: Cr 0.659; N -0.354; S 0.789; N -0.347; S 0.881

=====

# 2
Entry from the Open Molecules 2025 dataset: 2 unconnected molecules or ions with the total composition C15H25ClF2N2Si (the ωB97M-V functional and the def2-TZVPD basis).

Summary:
**HOMO-LUMO gap**: 4.547 eV
**HOMO level**: -0.2115 hartree
**E_tot**: -44772.27921 eV
**F_max**: 3.3 eV/A
**Charge**: 0
**LUMO**: -1.21 eV

Atoms and positions in Å:
C: 2.23 -0.57 0.02
Si: 0.94 -1.69 0.89
C: 1.75 -3.30 1.51
C: -0.59 -2.12 -0.21
C: -0.32 -1.93 -1.76
C: -1.20 -0.80 -2.40
F: -1.42 -1.21 -3.74
F: -2.47 -0.67 -1.85
C: -0.47 0.58 -2.49
C: -0.47 1.37 -1.13
N: 0.64 2.39 -1.24
C: 0.62 3.05 -2.62
C: -0.76 2.86 -3.37
N: -1.21 1.44 -3.47
C: 0.24 -0.65 2.32
C: -1.03 -1.17 2.89
C: -1.73 -0.44 3.97
C: -1.11 0.79 4.45
C: 0.16 1.32 3.91
C: 0.85 0.59 2.83
H: 1.94 0.51 0.13
H: 3.23 -0.68 0.55
H: 2.44 -0.81 -1.06
H: 2.50 -3.15 2.33
H: 2.32 -3.74 0.62
H: 0.99 -4.06 1.80
H: -1.47 -1.54 0.17
H: -0.83 -3.20 0.03
H: -0.63 -2.88 -2.27
H: 0.74 -1.76 -2.04
H: 0.57 0.35 -2.88
H: -1.43 1.90 -0.91
H: -0.24 0.75 -0.22
H: 1.57 1.94 -1.17
H: 0.60 3.10 -0.50
H: 0.85 4.14 -2.56
H: 1.39 2.50 -3.23
H: -1.53 3.50 -2.83
H: -0.63 3.29 -4.39
H: -2.19 1.47 -3.17
H: -1.48 -2.10 2.48
H: -2.70 -0.84 4.36
H: -1.63 1.38 5.24
H: 0.60 2.28 4.28
H: 1.79 1.00 2.39
Cl: -1.41 -3.21 4.34

Löwdin population analysis, charges in e, atoms 1 to 5: C -0.193; Si 0.571; C -0.186; C -0.225; C -0.135

=====

# 3
Entry from the Open Molecules 2025 dataset: a gas-phase ion, C5H11N (charge -1) (the ωB97M-V functional and the def2-TZVPD basis).

Summary:
**HOMO-LUMO gap (spin up / spin down)**: 2.903 / 8.104 eV
**ΔE to the lowest compared entry with this formula, charge and spin**: 81.58 kJ/mol
**HOMO level (spin up / spin down)**: 0.0527 / -0.1460 hartree
**E_tot**: -6850.97235 eV
**F_max**: 3.5 eV/A
**Charge**: -1
**<S²>**: 0.75
**LUMO (spin up / spin down)**: 4.34 / 4.13 eV
**Spin multiplicity**: 2

Atoms and positions in Å:
C: 0.82 -0.23 2.07
C: -0.33 0.53 1.45
C: -0.99 -0.18 0.26
C: -0.13 -0.01 -1.00
C: 0.10 1.21 -1.45
N: 0.29 -1.13 -1.63
H: 1.34 -0.88 1.35
H: 0.46 -0.95 2.76
H: 1.73 0.40 2.44
H: -1.13 0.74 2.15
H: 0.20 1.43 1.16
H: -1.21 -1.28 0.38
H: -2.00 0.23 0.08
H: -0.20 2.12 -0.89
H: 0.76 1.42 -2.36
H: 0.28 -2.05 -1.23
H: 0.96 -1.12 -2.41

Löwdin population analysis, charges in e, atoms 1 to 5: C -0.234; C -0.308; C -0.249; C -0.581; C -0.104

=====

# 4
Entry from the Open Molecules 2025 dataset: a molecular structure, C25H44AlNO7P3 (the ωB97M-V functional and the def2-TZVPD basis).

Summary:
**HOMO-LUMO gap**: 6.219 eV
**ΔE to the lowest compared entry with this formula, charge and spin**: 0.00 kJ/mol
**HOMO level**: -0.1443 hartree
**E_tot**: -76926.43974 eV
**F_max**: 1.3 eV/A
**Charge**: -1
**LUMO**: 2.29 eV

Atoms and positions in Å:
C: -3.20 4.03 0.11
C: -3.02 2.85 0.10
C: -2.68 1.43 0.15
P: -4.12 0.50 -0.71
N: -4.31 -1.02 0.10
O: -5.54 1.25 -0.26
O: -1.73 1.27 -0.89
Al: -0.34 0.29 -0.29
C: 0.40 -1.20 -1.42
C: -0.63 -2.27 -1.88
C: -0.06 -3.68 -1.76
C: -0.70 -4.68 -1.04
C: -0.11 -5.93 -0.93
C: 1.10 -6.19 -1.54
C: 1.74 -5.20 -2.28
C: 1.15 -3.95 -2.39
P: 1.44 1.88 -0.27
C: 3.03 0.99 0.15
C: 4.19 2.01 0.31
C: 1.67 2.31 -2.08
C: 0.53 3.23 -2.51
O: -1.15 -0.10 1.26
C: -2.05 0.95 1.52
C: -1.19 2.15 2.10
C: 0.05 1.75 2.85
O: -0.23 0.92 4.00
C: 0.84 0.29 4.49
C: 2.07 1.13 4.76
O: 0.83 -0.88 4.75
P: -3.17 0.56 3.01
C: -3.35 -1.28 3.06
C: -4.86 1.32 2.70
C: -6.02 0.34 2.56
H: -3.12 5.06 -0.13
H: -5.31 -1.21 0.17
H: -3.94 -1.71 -0.54
H: -5.48 2.16 -0.59
H: 1.17 -1.67 -0.81
H: 0.93 -0.81 -2.29
H: -0.85 -2.13 -2.93
H: -1.56 -2.20 -1.31
H: -1.65 -4.46 -0.57
H: -0.60 -6.70 -0.36
H: 1.58 -7.15 -1.43
H: 2.69 -5.38 -2.77
H: 1.64 -3.18 -2.95
H: 2.92 0.46 1.09
H: 3.33 0.30 -0.63
H: 3.78 2.99 0.53
H: 4.86 1.72 1.12
H: 4.75 2.07 -0.62
H: 2.65 2.77 -2.21
H: 1.60 1.39 -2.66
H: -0.35 2.67 -2.79
H: 0.26 3.94 -1.73
H: 0.83 3.80 -3.39
H: -0.91 2.87 1.34
H: -1.83 2.69 2.80
H: 0.51 2.67 3.21
H: 0.79 1.26 2.23
H: 1.77 2.12 5.10
H: 2.66 0.64 5.53
H: 2.68 1.18 3.86
H: -2.98 -1.76 2.16
H: -4.35 -1.59 3.33
H: -2.69 -1.59 3.87
H: -5.05 1.89 3.60
H: -4.82 2.05 1.90
H: -6.22 -0.11 3.53
H: -5.83 -0.47 1.86
H: -6.93 0.85 2.24
C: 5.16 -0.29 -4.50
C: 5.65 0.65 -3.41
O: 5.40 0.07 -2.13
O: 3.78 -0.56 -4.35
H: 5.31 0.15 -5.49
H: 5.72 -1.24 -4.45
H: 5.09 1.58 -3.44
H: 6.72 0.87 -3.52
H: 5.99 -0.67 -2.02
H: 3.61 -0.62 -3.40

Löwdin population analysis, charges in e, atoms 1 to 5: C 0.130; C -0.143; C -0.598; P 0.945; N -0.152

=====

# 5
Entry from the Open Molecules 2025 dataset: a single C4H4N2O molecule (the ωB97M-V functional and the def2-TZVPD basis).

Summary:
**HOMO-LUMO gap**: 9.009 eV
**ΔE to the lowest compared entry with this formula, charge and spin**: 249.77 kJ/mol
**HOMO level**: -0.3196 hartree
**SMILES**: O=C=C1C=NCN1
**E_tot**: -9237.89916 eV
**F_max**: 0.9 eV/A
**Charge**: 0
**LUMO**: 0.31 eV

Atoms and positions in Å:
O: 1.45 -1.97 -1.49
C: 0.72 -1.12 -1.18
C: -0.14 -0.12 -0.97
C: -1.34 -0.43 -0.13
N: -1.23 0.10 1.02
C: 0.10 0.72 1.04
N: 0.33 1.10 -0.35
H: 0.81 -0.10 1.29
H: -2.18 -1.05 -0.43
H: 0.19 1.54 1.76
H: 1.30 1.31 -0.55

Löwdin population analysis, charges in e, atoms 1 to 5: O 0.190; C -0.117; C -0.241; C -0.127; N 0.070

=====

# 6
Entry from the Open Molecules 2025 dataset: 2 unconnected molecules or ions with the total composition C2H6NO2S (the ωB97M-V functional and the def2-TZVPD basis).

Summary:
**HOMO-LUMO gap**: 7.992 eV
**ΔE to the lowest compared entry with this formula, charge and spin**: 78.13 kJ/mol
**HOMO level**: -0.1526 hartree
**E_tot**: -18593.42788 eV
**F_max**: 2.9 eV/A
**Charge**: -1
**LUMO**: 3.84 eV

Atoms and positions in Å:
N: 2.51 -0.09 1.55
C: 1.24 0.07 0.88
O: 0.17 -0.34 1.41
O: 1.34 0.61 -0.26
H: 2.56 -0.75 2.29
H: 3.22 0.41 1.10
C: -2.04 -1.02 -0.54
S: -1.49 0.47 -1.48
H: -1.14 -1.42 -0.04
H: -2.82 -0.77 0.23
H: -2.43 -1.71 -1.32
H: -0.49 0.96 -0.65

Löwdin population analysis, charges in e, atoms 1 to 5: N 0.087; C -0.811; O -0.112; O -0.152; H 0.045

=====

# 7
Entry from the Open Molecules 2025 dataset: 3 unconnected molecules or ions with the total composition C30H55BIN3O3 (the ωB97M-V functional and the def2-TZVPD basis).

Summary:
**HOMO-LUMO gap (spin up / spin down)**: 8.946 / 8.937 eV
**HOMO level (spin up / spin down)**: -0.3202 / -0.3285 hartree
**E_tot**: -51386.41604 eV
**F_max**: 3.5 eV/A
**Charge**: 0
**<S²>**: 2.01
**LUMO (spin up / spin down)**: 0.23 / 0.00 eV
**Spin multiplicity**: 3

Atoms and positions in Å:
N: 4.06 2.19 -2.20
C: 3.32 2.79 -3.33
C: 1.89 3.39 -2.92
O: 1.47 2.96 -1.59
C: 0.74 3.00 -3.96
B: -0.30 1.94 -3.34
C: 0.13 0.45 -2.85
C: 1.26 -0.21 -3.73
C: 1.31 -1.76 -3.37
I: 2.21 -1.96 -1.41
C: -1.86 2.29 -3.13
C: -2.31 2.28 -1.71
C: -3.70 2.54 -1.36
C: -4.63 2.80 -2.47
C: -4.22 2.84 -3.88
C: -2.80 2.57 -4.21
H: 3.77 1.24 -2.01
H: 4.00 2.76 -1.36
H: 3.96 3.64 -3.72
H: 3.25 2.04 -4.16
H: 2.04 4.51 -2.88
H: 1.50 3.76 -1.05
H: 0.21 3.97 -4.20
H: 1.26 2.56 -4.85
H: -0.80 -0.19 -2.98
H: 0.38 0.54 -1.76
H: 2.26 0.26 -3.55
H: 1.05 -0.09 -4.83
H: 1.79 -2.38 -4.17
H: 0.23 -2.08 -3.29
H: -1.57 2.05 -0.91
H: -3.98 2.53 -0.29
H: -5.70 2.97 -2.20
H: -4.96 3.06 -4.69
H: -2.47 2.57 -5.27
C: -5.47 2.78 3.07
C: -5.87 4.28 3.04
C: -4.91 5.05 2.12
C: -3.51 5.23 2.72
C: -3.60 5.88 4.10
C: -4.55 5.12 5.05
N: -5.88 4.84 4.43
O: -6.55 5.99 4.39
C: -3.89 3.80 5.49
C: -4.68 5.91 6.37
C: -7.28 4.26 2.43
H: -6.01 2.20 2.32
H: -4.41 2.62 2.85
H: -5.69 2.32 4.04
H: -5.32 6.03 1.88
H: -4.81 4.52 1.16
H: -2.98 4.28 2.78
H: -2.91 5.86 2.06
H: -2.60 5.93 4.54
H: -3.94 6.91 3.98
H: -4.57 3.21 6.11
H: -2.99 4.00 6.08
H: -3.56 3.17 4.67
H: -5.04 6.93 6.21
H: -3.72 6.00 6.86
H: -5.37 5.41 7.06
H: -7.97 3.70 3.06
H: -7.26 3.79 1.44
H: -7.69 5.27 2.28
C: 4.45 -5.45 1.28
C: 5.54 -5.84 0.25
C: 5.19 -5.22 -1.12
C: 4.02 -5.92 -1.81
C: 4.27 -7.42 -1.91
C: 4.60 -8.06 -0.55
N: 5.68 -7.33 0.17
O: 6.83 -7.59 -0.44
C: 3.33 -8.13 0.31
C: 4.97 -9.54 -0.77
C: 6.82 -5.18 0.81
H: 4.71 -4.54 1.82
H: 3.48 -5.24 0.82
H: 4.31 -6.22 2.03
H: 6.06 -5.27 -1.78
H: 4.96 -4.16 -1.00
H: 3.09 -5.72 -1.28
H: 3.89 -5.50 -2.81
H: 3.38 -7.90 -2.34
H: 5.08 -7.60 -2.62
H: 3.55 -8.52 1.31
H: 2.59 -8.80 -0.14
H: 2.82 -7.17 0.43
H: 5.80 -9.68 -1.47
H: 4.12 -10.09 -1.20
H: 5.23 -10.03 0.17
H: 7.07 -5.59 1.79
H: 6.67 -4.10 0.91
H: 7.68 -5.31 0.15

Löwdin population analysis, charges in e, atoms 1 to 5: N -0.009; C -0.223; C -0.314; O -0.075; C -0.057

=====

# 8
Entry from the Open Molecules 2025 dataset: a molecular structure, C25H22BrIIrN2O4PS (the ωB97M-V functional and the def2-TZVPD basis).

Summary:
**HOMO-LUMO gap (spin up / spin down)**: 4.861 / 3.155 eV
**ΔE to the lowest compared entry with this formula, charge and spin**: 296.94 kJ/mol
**HOMO level (spin up / spin down)**: -0.6037 / -0.6034 hartree
**E_tot**: -138528.42164 eV
**F_max**: 2.8 eV/A
**Charge**: +3
**<S²>**: 0.80
**LUMO (spin up / spin down)**: -11.57 / -13.26 eV
**Spin multiplicity**: 2

Atoms and positions in Å:
Ir: 0.29 -1.75 0.14
O: 1.92 -0.91 1.31
S: 2.89 -0.78 0.15
O: 4.02 -1.61 0.24
O: 1.96 -1.02 -1.02
C: 3.26 0.93 -0.01
C: 4.54 1.44 0.02
C: 4.72 2.78 -0.29
C: 3.63 3.57 -0.66
C: 2.34 3.05 -0.67
C: 2.14 1.72 -0.33
P: 0.46 1.02 -0.26
C: -0.35 1.53 -1.77
C: -1.73 1.82 -1.81
C: -2.33 2.16 -2.99
C: -1.57 2.16 -4.18
C: -0.20 1.86 -4.16
C: 0.40 1.51 -2.98
C: -0.30 1.81 1.20
C: -0.20 1.15 2.43
C: -0.78 1.72 3.56
C: -1.44 2.94 3.46
C: -1.52 3.59 2.24
C: -0.95 3.04 1.10
H: 5.38 0.81 0.28
H: 5.71 3.22 -0.26
H: 3.79 4.59 -0.96
H: 1.51 3.68 -0.94
H: -2.31 1.81 -0.89
H: -3.37 2.43 -3.02
H: -2.06 2.36 -5.13
H: 0.37 1.90 -5.08
H: 1.45 1.23 -2.97
H: 0.32 0.21 2.51
H: -0.72 1.21 4.51
H: -1.87 3.39 4.34
H: -2.03 4.55 2.17
H: -1.00 3.58 0.17
Br: -4.56 -4.70 -1.22
C: -3.84 -3.10 -0.54
C: -4.66 -2.05 -0.14
C: -4.06 -0.89 0.32
C: -2.68 -0.81 0.40
N: -1.90 -1.83 0.02
C: -2.46 -2.96 -0.44
H: -5.73 -2.15 -0.18
H: -4.66 -0.04 0.63
H: -2.19 0.08 0.78
H: -1.80 -3.77 -0.73
N: 1.79 -4.15 2.08
C: 1.00 -4.62 1.14
O: 0.22 -3.90 0.45
C: 0.98 -6.11 0.91
I: 2.90 -6.80 0.22
H: 1.85 -3.16 2.25
H: 2.41 -4.75 2.61
H: 0.25 -6.36 0.15
H: 0.76 -6.65 1.83

Löwdin population analysis, charges in e, atoms 1 to 5: Ir 1.384; O -0.433; S 0.564; O -0.164; O -0.438